C3H5FN2 | ωB97M-V/def2-TZVPD

Last columns: bonded neighbours and bond lengths (Å).
Positions of all 11 atoms, in Å:
1 F 1.610 -0.062 -0.625  C2 1.466
2 C 0.720 0.074 0.532  F1 1.466, N3 1.442, N6 1.462, H7 1.017
3 N 0.059 -1.204 0.440  C2 1.442, C4 1.297
4 C -1.079 -0.911 -0.110  N3 1.297, C5 1.440, H8 1.203
5 C -1.322 0.504 -0.224  C4 1.440, N6 1.526, H9 1.086, H10 1.130
6 N -0.047 1.257 0.146  C2 1.462, C5 1.526, H11 0.973
7 H 1.244 0.220 1.392  C2 1.017
8 H -1.737 -1.768 -0.636  C4 1.203
9 H -1.404 0.840 -1.254  C5 1.086
10 H -2.334 0.873 0.119  C5 1.130
11 H -0.263 2.020 0.711  N6 0.973

Properties
Orbital gap (eV): 10.8
Energy relative to the best compared isomer or geometry (same formula, charge and spin) (kJ/mol): 134.34
Structure (SMILES): F[C@@H]1N=CCN1
Total energy (hartree): -326.6189
E_HOMO (eV): -9.92

Atom charges from the natural (NBO) analysis, given in e for atoms 1 to 2:
1. F -0.395
2. C 0.420

***

C3H5FN2O2 | ωB97M-V/def2-TZVPD

Last columns: bonded neighbours and bond lengths (Å).
Positions of all 13 atoms, in Å:
1 C 1.526 0.817 0.208  H5 1.033, N9 1.200, O12 1.407
2 C -1.329 -0.922 0.287  C3 1.530, H6 1.257, N10 1.362
3 C -2.768 -0.469 0.030  C2 1.530, H7 1.267, H8 1.151, F13 1.389
4 H 3.969 -0.879 -1.025  no bonds
5 H 1.084 1.748 0.279  C1 1.033
6 H -0.886 -1.813 1.054  C2 1.257
7 H -3.650 -0.687 0.913  C3 1.267
8 H -3.220 -0.937 -0.918  C3 1.151
9 N 2.720 0.730 0.287  C1 1.200, O11 1.535
10 N -0.636 0.169 -0.145  C2 1.362, O12 1.501
11 O 2.910 -0.692 -0.259  N9 1.535
12 O 0.770 -0.345 -0.033  C1 1.407, N10 1.501
13 F -2.878 0.890 -0.235  C3 1.389

Properties
Orbital gap (eV): 9.8
Energy relative to the best compared isomer or geometry (same formula, charge and spin) (kJ/mol): 833.07
Total energy (hartree): -476.8603
E_HOMO (eV): -9.78

Atom charges from the natural (NBO) analysis, given in e for atoms 1 to 2:
1. C 0.330
2. C -0.008

***

C3H5FN4 | ωB97M-V/def2-TZVPD

Last columns: bonded neighbours and bond lengths (Å).
Positions of all 13 atoms, in Å:
1 C -0.642 0.804 0.065  C3 1.544, N4 1.268, F8 1.345
2 C 1.732 0.093 -0.365  C3 1.507, H9 1.128, H10 1.039, H11 1.086
3 C 0.497 -0.161 0.461  C1 1.544, C2 1.507, H12 1.081, H13 1.125
4 N -1.889 0.912 0.267  C1 1.268, N6 1.352
5 N -1.512 -1.649 -0.670  N7 1.123
6 N -2.729 -0.125 0.481  N4 1.352, N7 1.201
7 N -2.144 -1.091 0.073  N5 1.123, N6 1.201
8 F -0.212 2.012 -0.341  C1 1.345
9 H 2.192 1.009 0.106  C2 1.128
10 H 1.577 0.277 -1.375  C2 1.039
11 H 2.294 -0.834 -0.432  C2 1.086
12 H 0.858 -0.109 1.479  C3 1.081
13 H -0.023 -1.136 0.252  C3 1.125

Properties
Orbital gap (eV): 9.7
Energy relative to the best compared isomer or geometry (same formula, charge and spin) (kJ/mol): 434.75
Total energy (hartree): -436.0310
E_HOMO (eV): -9.49

Atom charges from the natural (NBO) analysis, given in e for atoms 1 to 2:
1. C 0.584
2. C -0.606

***

C3H5FO | ωB97M-V/def2-TZVPD

Last columns: bonded neighbours and bond lengths (Å).
Positions of all 10 atoms, in Å:
1 C 1.164 -0.724 1.085  C3 1.423, H6 1.151
2 C -0.809 0.094 -2.380  O4 1.169, F5 1.331, H7 1.050
3 C 0.424 0.284 1.764  C1 1.423, H8 1.179, H9 1.195, H10 1.091
4 O -1.464 1.006 -2.055  C2 1.169
5 F 0.359 0.238 -3.002  C2 1.331
6 H 0.576 -1.713 1.057  C1 1.151
7 H -0.845 -0.933 -2.164  C2 1.050
8 H -0.521 0.498 1.094  C3 1.179
9 H 1.059 1.292 1.863  C3 1.195
10 H 0.056 -0.041 2.739  C3 1.091

Properties
Orbital gap (spin up / spin down) (eV): 8.3 / 8.4
Energy relative to the best compared isomer or geometry (same formula, charge and spin) (kJ/mol): 408.81
Total energy (hartree): -292.2406
E_HOMO (spin up / spin down) (eV): -8.69 / -8.71

Atom charges from the natural (NBO) analysis, given in e for atoms 1 to 2:
1. C -0.009
2. C 0.733